The following is a quantum chemistry calculation of C11H23LaN4O9P2S as an isolated structure at a distorted geometry, from the OMol25 dataset.

```
! wB97M-V def2-TZVPD RIJCOSX def2/J DEFGRID3
* xyz 2 1
C 5.899 0.278 -0.629
H 6.377 0.321 0.351
H -5.412 -2.550 -0.078
O -0.502 3.696 1.221
C -2.575 2.582 1.971
O 0.983 0.957 0.934
La -0.136 -0.392 -0.522
O 1.678 -1.696 0.120
C -3.388 -2.327 -0.661
C -4.514 -2.047 0.279
C 2.353 -0.830 -0.470
H 3.753 -0.626 1.137
H -2.371 2.722 3.034
H -4.706 -0.973 0.273
O 0.208 1.501 3.349
H 3.757 1.585 0.852
H 5.291 -1.805 -0.267
H 2.913 1.450 -0.551
H 6.678 0.212 -1.384
H -1.585 4.403 -1.127
N 3.760 1.144 -0.065
C 3.695 -0.364 0.085
H -3.308 -1.998 2.083
N -1.175 -3.796 -3.281
H -3.163 3.427 1.611
C -1.259 2.482 1.220
H -4.025 -3.582 1.743
H -5.032 -2.274 2.364
O -2.644 1.195 -0.807
N -2.257 -1.713 -0.664
H 5.414 2.431 -0.515
H -3.153 1.664 1.858
C -4.195 -2.507 1.708
P -0.114 1.207 1.957
H -0.303 3.952 2.133
H -1.584 -4.553 -3.799
H 4.716 1.567 -1.897
C 4.906 -0.885 -0.701
O -0.303 1.754 -1.319
H -0.224 -3.540 -3.487
C 4.999 1.484 -0.850
O -2.122 3.593 -1.159
P -1.492 2.282 -0.589
O -1.048 -0.196 1.807
H 4.627 -1.076 -1.738
H -3.530 1.560 -0.961
O 1.911 -0.217 -1.487
C -1.845 -3.169 -2.315
N -1.359 -2.175 -1.600
S -3.474 -3.575 -1.867
H -1.118 -0.578 2.696
*
```

Output
* lowest unoccupied orbital energy: -4.9 eV
* strongest force on any atom: 3.550 eV/A
* HOMO energy: -15.02 eV
* relative energy (zero: lowest compared OMol25 entry of this formula, charge and spin): 144.88 kJ/mol

Löwdin atomic charge list, values in e, 5 entries:
1 C -0.13
2 H 0.13
3 H 0.11
4 O -0.05
5 C -0.04

The following is a quantum chemistry calculation of C11H23N2O4P2Ti as an isolated structure at a distorted geometry, from the OMol25 dataset.

```
! wB97M-V def2-TZVPD RIJCOSX def2/J DEFGRID3
* xyz 2 2
H -3.729 -1.223 0.677
C -3.543 -1.049 -0.393
H -3.222 1.509 1.403
O -0.639 -3.365 -1.793
C -2.151 0.693 -2.176
H 2.204 -1.896 -2.368
H -0.902 -3.066 -2.703
H 2.932 1.872 -0.805
N 0.200 1.161 -1.766
N 0.145 1.641 2.138
H -2.316 -2.472 -4.570
O -1.891 -2.193 -3.746
P -2.342 0.303 -0.466
H 0.654 2.989 -5.156
H -4.130 1.945 -0.091
O 0.656 2.261 1.014
C -0.905 1.244 -2.608
C 2.825 -1.820 -1.477
H -0.016 -1.082 -0.149
Ti 0.081 0.438 0.307
H -1.606 2.112 -4.459
H -3.102 -1.960 -0.821
H 3.445 0.709 -2.088
H -2.532 2.651 0.273
H -4.472 -0.784 -0.916
H 2.741 -2.787 -0.979
C 0.523 2.421 -4.231
H 3.596 -1.266 1.507
C 1.430 1.415 -2.241
H 4.571 -0.292 0.351
O 0.124 2.345 3.123
C 1.615 2.117 -3.424
H -3.014 0.891 -2.824
H 3.481 0.472 1.552
H 0.325 -3.281 -1.704
H -2.060 -1.232 -3.622
C -3.141 1.742 0.335
C 2.619 1.019 -1.434
C 3.627 -0.375 0.883
P 2.305 -0.499 -0.353
C -0.719 1.942 -3.847
H 3.858 -1.631 -1.770
H 2.611 2.410 -3.698
*
```

Output
* lowest unoccupied orbital energy (alpha / beta): -8.6 / -9.1 eV
* strongest force on any atom: 3.897 eV/A
* HOMO energy (alpha / beta): -15.51 / -16.09 eV
* relative energy (zero: lowest compared OMol25 entry of this formula, charge and spin): 283.15 kJ/mol

Löwdin atomic charge list, values in e, 5 entries:
1 H 0.07
2 C -0.20
3 H 0.06
4 O -0.10
5 C -0.17

The following is a quantum chemistry calculation of one molecule with the formula C11H23N3O3 at a distorted geometry, from the OMol25 dataset.

```
! wB97M-V def2-TZVPD RIJCOSX def2/J DEFGRID3
* xyz 0 1
H 1.168 -0.869 2.089
H -4.395 0.420 0.411
C 4.673 0.994 0.208
H 4.580 1.482 -0.786
C -0.216 -0.943 -0.707
C 2.080 0.795 0.866
O -0.198 -0.708 -1.914
H -0.841 0.998 -2.039
O -2.821 2.377 -0.278
H 1.841 1.114 -0.241
H 1.378 1.407 1.510
C -2.446 -0.003 -0.514
C 3.520 1.304 1.193
N -1.230 -0.599 0.050
C -3.082 0.189 1.963
H 1.563 -1.299 -2.050
H -2.349 -0.453 2.427
H -4.341 -2.139 -0.319
C -2.108 1.466 -0.764
N 4.729 -0.443 -0.012
H -1.066 -0.582 1.033
H 5.702 -0.766 -0.245
C 1.041 -1.516 -0.039
H -3.898 0.168 2.612
H -2.991 -2.319 0.933
H -4.695 -1.901 1.440
H -2.808 1.267 1.961
C 1.698 -0.704 1.130
H 0.877 -2.519 0.346
H 5.573 1.380 0.739
H 4.004 -0.806 -0.681
H -2.705 -0.535 -1.435
H 2.220 -2.588 -1.195
C -3.890 -1.758 0.682
O -1.240 1.810 -1.728
H 2.607 -1.245 1.278
N 2.060 -1.624 -1.138
H 3.825 0.813 2.125
H 3.376 2.368 1.445
C -3.516 -0.252 0.598
*
```

Output
* SMILES: CC(C)[C@H](NC(=O)[C@@H](N)CCCCN)C(=O)O
* lowest unoccupied orbital energy: 0.5 eV
* strongest force on any atom: 5.431 eV/A
* HOMO energy: -8.61 eV
* relative energy (zero: lowest compared OMol25 entry of this formula, charge and spin): 100.40 kJ/mol

Löwdin atomic charge list, values in e, 5 entries:
1 H 0.11
2 H 0.16
3 C -0.30
4 H 0.10
5 C -0.43

The following is a quantum chemistry calculation of C11H23N3O3PtSTe as an isolated structure, from the OMol25 dataset.

```
! wB97M-V def2-TZVPD RIJCOSX def2/J DEFGRID3
* xyz 2 3
H 3.382 0.460 -0.686
C -2.143 -1.739 -4.293
O -2.057 0.436 -2.839
H 3.332 -2.006 -1.633
H 0.191 2.381 -3.008
H 0.717 1.466 2.071
C -0.096 1.153 4.944
H -2.831 -2.373 -3.739
Pt -0.485 0.721 -1.037
H 0.623 3.312 -1.710
H 0.680 1.894 5.093
N 2.672 -1.288 -3.513
H 3.142 -0.760 -4.251
N 1.464 -0.391 -0.625
C -2.117 -0.717 4.580
C -0.677 0.996 3.689
C -0.516 0.369 6.005
O -1.037 -1.564 -1.906
H -0.065 0.498 6.980
C 2.658 0.045 -1.384
C 3.343 -1.061 -2.173
H -0.083 2.884 2.767
H 4.378 -0.799 -2.374
H -0.955 3.132 -2.130
H 2.708 -2.270 -3.789
C -2.327 -0.114 2.146
O 0.061 -0.399 -3.709
H 1.677 -0.980 -3.532
H -3.413 -0.148 2.178
Te -1.756 1.636 1.077
H -1.436 -2.335 -4.864
C -1.692 0.061 3.507
N -0.062 2.650 -2.060
C -0.205 1.831 2.522
H -1.964 -0.984 1.600
H 2.375 0.851 -2.063
S -1.256 -0.769 -3.133
C -1.525 -0.567 5.823
H -2.916 -1.436 4.444
H 1.055 -1.239 -1.020
H -2.687 -1.057 -4.944
H -1.862 -1.171 6.655
H 1.703 -0.609 0.337
*
```

Output
* lowest unoccupied orbital energy (alpha / beta): -5.6 / -7.9 eV
* strongest force on any atom: 0.571 eV/A
* HOMO energy (alpha / beta): -14.13 / -14.12 eV
* relative energy (zero: lowest compared OMol25 entry of this formula, charge and spin): 0.00 kJ/mol

Löwdin atomic charge list, values in e, 5 entries:
1 H 0.14
2 C -0.10
3 O -0.40
4 H 0.14
5 H 0.06

The following is a quantum chemistry calculation of C11H23N4O7PRhS as an isolated structure at a distorted geometry, from the OMol25 dataset.

```
! wB97M-V def2-TZVPD RIJCOSX def2/J DEFGRID3
* xyz 3 5
H -1.899 -1.668 -1.575
H 4.686 -1.345 4.321
H 3.219 -1.634 3.401
H 2.166 -2.206 -4.514
C -1.870 2.102 -0.096
O 2.096 0.235 1.410
C 4.299 0.182 2.885
C -2.654 3.242 0.086
H 2.201 -4.137 -2.348
H 5.323 0.559 2.795
H 0.283 4.060 0.974
S 3.647 0.341 1.203
H -0.517 -2.437 -4.057
C 2.391 -2.414 -3.470
N -0.567 3.637 0.636
H 3.291 -1.866 -3.205
C -1.769 4.208 0.562
N 2.641 -3.889 -3.254
H 3.704 0.843 3.515
C 3.951 2.089 0.820
C 4.244 -1.272 3.328
C 3.449 3.054 1.886
H 3.450 2.224 -0.144
H -2.407 -2.777 -2.714
H 4.098 3.063 2.759
O 0.944 -3.000 -1.305
H 5.024 2.182 0.640
C -2.204 0.732 -0.569
H 2.436 2.806 2.212
H 3.634 -4.113 -3.211
O -4.478 4.666 0.045
N -1.594 -2.399 -2.229
O 1.475 -0.476 -1.806
N -0.604 2.347 0.258
O -4.872 2.577 -0.612
H 3.460 4.066 1.477
C -0.559 -1.825 -3.159
O -3.309 0.451 -0.985
O -1.212 -0.119 -0.516
H -4.410 1.721 -0.750
H -1.957 5.236 0.844
C -4.108 3.520 -0.174
H -0.834 -0.812 -3.440
H -1.154 -3.132 -1.654
H 4.816 -1.923 2.668
P 1.076 -1.870 -2.277
Rh 0.741 0.607 -0.101
H 2.242 -4.472 -3.988
*
```

Output
* lowest unoccupied orbital energy (alpha / beta): -8.6 / -13.2 eV
* strongest force on any atom: 3.190 eV/A
* HOMO energy (alpha / beta): -17.22 / -17.19 eV
* relative energy (zero: lowest compared OMol25 entry of this formula, charge and spin): 0.00 kJ/mol

Löwdin atomic charge list, values in e, 5 entries:
1 H 0.11
2 H 0.10
3 H 0.09
4 H 0.12
5 C -0.13

The following is a quantum chemistry calculation of C11H23N5O6Sc as an isolated structure at a distorted geometry, from the OMol25 dataset.

```
! wB97M-V def2-TZVPD RIJCOSX def2/J DEFGRID3
* xyz 1 1
H -3.531 -2.985 0.691
C -1.436 4.069 1.573
H 1.858 0.538 0.621
N -0.727 0.183 2.016
C 1.695 3.231 -2.081
C -2.774 -2.973 1.484
H 2.407 -2.936 -1.100
H -3.284 -2.956 2.446
H 1.059 -0.182 1.837
C 1.489 0.838 -3.933
H -2.206 -3.909 1.416
H -1.166 4.893 0.892
H 0.916 3.783 -2.625
H -2.520 4.089 1.709
H 1.330 -3.697 0.215
H 0.447 2.542 1.464
H 2.417 -5.142 -1.997
H 2.579 0.746 -4.034
C -1.853 -1.841 1.272
O 1.616 -4.868 -1.514
H -1.683 -0.440 4.277
O -1.343 -2.584 -0.854
O 0.973 2.995 0.447
O -0.502 1.208 2.691
N -1.196 1.672 0.244
C 1.161 1.925 -1.674
C -2.407 -0.475 3.450
H 1.024 0.066 -4.553
H -3.135 -1.251 3.675
H 1.199 1.809 -4.340
H -0.983 4.301 2.555
C 2.099 -3.873 -0.571
H 2.528 3.073 -2.772
N -1.161 -1.849 0.161
O 0.592 -1.540 -2.737
C -0.986 2.704 1.057
H 2.064 3.872 -1.266
N 0.694 -0.369 -1.960
C 1.103 0.799 -2.506
H 0.406 -2.277 -2.099
H 2.992 -4.282 -0.071
N 0.876 1.850 -0.323
H -2.940 0.482 3.414
C -1.708 -0.709 2.185
O 1.879 -0.243 1.264
Sc 0.140 -0.282 -0.043
*
```

Output
* lowest unoccupied orbital energy: -5.7 eV
* strongest force on any atom: 10.800 eV/A
* HOMO energy: -10.66 eV
* relative energy (zero: lowest compared OMol25 entry of this formula, charge and spin): 341.60 kJ/mol

Löwdin atomic charge list, values in e, 5 entries:
1 H 0.10
2 C -0.01
3 H 0.05
4 N -0.30
5 C 0.01